{"formula": "C4H8O2", "method": "ωB97M-V/def2-TZVPD", "species": ["O", "C", "C", "C", "C", "H", "H", "H", "H", "H", "H", "O", "H", "H"], "xyz": [[0.34955, -0.23134, -1.59369], [1.23525, 0.33763, -0.63933], [0.47490, 0.87948, 0.57038], [-1.01197, 1.09982, 0.47722], [-0.62124, 0.13169, 1.24679], [-0.48779, 0.24927, -1.47700], [1.80351, 1.15145, -1.10982], [1.94829, -0.44477, -0.35666], [1.08591, 1.53974, 1.19294], [-1.81922, 1.74791, 0.17706], [-0.84748, -0.59422, 2.00734], [-0.50760, -2.18337, 0.10494], [-0.14439, -1.64576, -0.62670], [-1.45771, -2.03753, 0.02653]], "mulliken_charge": [-0.612, -0.515, -0.155, -0.812, -0.006, 0.325, 0.322, 0.264, 0.405, 0.375, 0.379, -0.702, 0.422, 0.309], "homo_ev": -9.637, "gap_ev": 10.5186, "de_lowest_kcal_mol": 82.9, "smiles": "OCC1C=C1.O", "fmax_ev_per_a": 0.45, "lumo_ev": 0.882, "molar_mass_g_mol": 88.1}